# 1
This record from OMol25 describes C23H23IN4O4S2Sc as an isolated structure in a non-equilibrium geometry. The level of theory is ωB97M-V/def2-TZVPD.

## Properties
Charge   -1
HOMO   -1.97 eV
Frontier orbital gap   0.1591 hartree

CARTESIAN COORDINATES (ANGSTROEM)
1 Sc 0.869 -0.318 -1.057
2 C 1.648 -0.306 3.399
3 C 0.217 -0.099 2.985
4 N -0.690 0.041 3.950
5 C -1.966 0.122 3.581
6 C -2.425 0.058 2.284
7 C -3.906 0.080 2.042
8 O -4.432 -1.191 1.653
9 C -1.484 -0.068 1.205
10 C -1.935 -0.220 -0.114
11 N -1.222 -0.179 -1.298
12 C -1.912 -0.213 -2.458
13 C -3.299 0.124 -2.557
14 C -4.033 0.007 -3.705
15 C -3.449 -0.446 -4.882
16 C -2.087 -0.695 -4.874
17 C -1.353 -0.579 -3.713
18 I 0.785 -0.889 -3.972
19 C -0.101 -0.134 1.622
20 O 0.860 -0.320 0.755
21 H 1.738 -0.205 4.477
22 H 2.306 0.409 2.906
23 H 1.971 -1.307 3.102
24 H -2.670 0.245 4.401
25 H -4.175 0.763 1.230
26 H -4.422 0.411 2.957
27 H -4.116 -1.837 2.295
28 H -3.002 -0.386 -0.214
29 H -3.783 0.528 -1.681
30 H -5.077 0.288 -3.692
31 H -4.021 -0.561 -5.789
32 H -1.585 -0.989 -5.785
33 S 3.429 -0.381 -1.079
34 C 4.223 0.857 -0.175
35 C 5.631 0.768 -0.177
36 C 6.440 1.596 0.556
37 C 5.876 2.582 1.355
38 C 4.508 2.737 1.340
39 C 3.681 1.920 0.568
40 S 1.974 2.424 0.832
41 H 6.055 -0.016 -0.785
42 H 7.513 1.477 0.513
43 H 6.490 3.229 1.964
44 H 4.039 3.502 1.941
45 C -0.364 3.048 -0.331
46 C 0.908 2.268 -0.544
47 O 1.133 1.596 -1.569
48 H -0.166 4.114 -0.458
49 H -0.735 2.890 0.680
50 H -1.109 2.731 -1.060
51 N 0.191 -4.633 -0.771
52 C -0.110 -3.317 -0.558
53 N -1.157 -3.056 0.237
54 O 0.532 -2.440 -1.139
55 H -0.147 -5.353 -0.159
56 H 1.026 -4.820 -1.300
57 H -1.650 -3.783 0.723
58 H -1.465 -2.077 0.346



# 2
This record from OMol25 describes one molecule with the formula C23H23N3O2. The level of theory is ωB97M-V/def2-TZVPD.

## Properties
ΔE to the lowest compared entry with this formula, charge and spin   9.86 kcal/mol
Structure (SMILES)   [H]/N=c1\n(Cc2ccccc2)c2ccccc2n1C[C@@H](O)COc1ccccc1
HOMO   -7.67 eV
Frontier orbital gap   0.3092 hartree

CARTESIAN COORDINATES (ANGSTROEM)
1 H -0.669 1.943 0.050
2 N 0.039 1.223 0.094
3 C 0.007 0.500 1.143
4 N -0.842 0.518 2.238
5 C -1.981 1.393 2.340
6 C -2.968 1.168 1.218
7 C -3.593 2.243 0.602
8 C -4.489 2.033 -0.432
9 C -4.760 0.747 -0.864
10 C -4.139 -0.329 -0.254
11 C -3.250 -0.121 0.785
12 C -0.508 -0.523 3.081
13 C -1.057 -0.958 4.270
14 C -0.469 -2.056 4.887
15 C 0.628 -2.695 4.332
16 C 1.185 -2.265 3.135
17 C 0.607 -1.174 2.517
18 N 0.916 -0.513 1.351
19 C 1.961 -0.804 0.411
20 C 1.471 -1.710 -0.730
21 O 0.290 -1.224 -1.311
22 C 2.608 -1.900 -1.767
23 O 3.375 -0.746 -2.018
24 C 2.942 0.206 -2.900
25 C 3.821 1.274 -3.089
26 C 3.503 2.292 -3.963
27 C 2.308 2.263 -4.665
28 C 1.438 1.206 -4.477
29 C 1.744 0.177 -3.601
30 H -1.641 2.437 2.334
31 H -2.461 1.203 3.304
32 H -3.376 3.250 0.931
33 H -4.968 2.878 -0.905
34 H -5.452 0.584 -1.676
35 H -4.344 -1.335 -0.588
36 H -2.766 -0.964 1.257
37 H -1.913 -0.473 4.713
38 H -0.881 -2.417 5.818
39 H 1.058 -3.546 4.838
40 H 2.035 -2.770 2.704
41 H 2.285 0.149 -0.018
42 H 2.798 -1.273 0.930
43 H 1.225 -2.708 -0.339
44 H 0.244 -0.259 -1.171
45 H 2.181 -2.307 -2.690
46 H 3.327 -2.621 -1.365
47 H 4.747 1.279 -2.536
48 H 4.192 3.113 -4.098
49 H 2.059 3.061 -5.348
50 H 0.501 1.175 -5.014
51 H 1.035 -0.623 -3.463